[1]
C4H13NO | the ωB97M-V functional and the def2-TZVPD basis

Energy in a.u.: -290.12049
Charge: 0
Kohn-Sham gap in eV: 10.27

Positions of all 19 atoms, in Å:
C  -0.7746  1.5104  0.6484
C  0.4119  0.5955  0.5778
C  0.0102  -0.9646  0.4992
C  -0.9298  -1.2077  1.6849
N  1.4442  0.9460  -0.4624
H  -0.4313  2.4956  0.7808
H  -1.3683  1.4838  -0.2536
H  -1.3449  1.3690  1.5884
H  0.8765  0.7499  1.5665
H  -0.4609  -1.0904  -0.4293
H  0.9893  -1.5262  0.4340
H  -1.1455  -0.2928  2.4578
H  -2.1068  -1.5310  1.5318
H  -0.5130  -1.9697  2.2808
H  1.6739  0.3993  -1.2905
H  1.0928  1.6875  -1.0513
H  0.4277  -0.9549  -3.2891
H  0.2023  -0.1601  -1.9080
O  -0.0383  -0.8604  -2.4555

Atomic partial charges in e from the natural (NBO) method, atoms 1 to 4: number 1, C, carries -0.631; number 2, C, carries -0.022; number 3, C, carries -0.434; number 4, C, carries -0.622

[2]
C12H30AgN2O4S4 | the ωB97M-V functional and the def2-TZVPD basis

Energy in a.u.: -2624.90275
Charge: +1
Kohn-Sham gap in eV: 6.01

Positions of all 53 atoms, in Å:
Ag  0.9843  0.7016  0.5008
C  5.9129  4.1822  0.8952
C  5.4810  2.7683  0.6058
N  5.2391  1.6319  0.3436
H  6.7360  4.1353  1.6083
H  5.0908  4.7329  1.3523
H  6.2880  4.5713  -0.0513
C  2.8103  -0.4258  7.5653
C  2.3714  -0.2004  6.1637
N  2.0184  0.0064  5.0773
H  1.9459  -0.5637  8.2148
H  3.3747  0.4078  7.9832
H  3.2670  -1.3882  7.3345
C  -5.6167  -1.4837  1.5706
S  -4.1839  -1.4225  0.4227
O  -3.2850  -0.2022  0.7908
C  -5.0405  -0.7846  -1.0350
H  -6.0198  -0.5105  1.8508
H  -5.2389  -1.8613  2.5208
H  -6.4190  -2.1450  1.2433
H  -4.1620  -0.6303  -1.6614
H  -5.4014  0.2404  -0.9493
H  -5.8167  -1.4190  -1.4630
C  -1.8402  6.2635  2.0777
S  -0.7740  5.6569  0.7057
O  -0.0330  4.3813  1.1060
C  -2.2409  5.0000  -0.3147
H  -2.3572  5.4424  2.5743
H  -2.7092  6.7222  1.6059
H  -1.1993  6.8987  2.6891
H  -2.8674  4.3077  0.2477
H  -1.9922  4.3134  -1.1239
H  -2.9304  5.8055  -0.5674
C  2.3295  -6.0016  -0.4370
S  0.8207  -5.2699  0.3433
O  0.7913  -3.7678  0.1422
C  -0.3229  -5.8919  -0.9887
H  3.0847  -6.3754  0.2544
H  2.8031  -5.4704  -1.2627
H  2.0042  -6.9412  -0.8836
H  -1.3110  -5.4486  -0.8652
H  -0.5110  -6.9656  -0.9929
H  -0.0514  -5.7143  -2.0293
C  2.1945  -1.2890  -4.9270
S  0.5019  -0.9361  -4.4480
O  0.4384  0.3129  -3.6062
C  -0.3645  -0.4758  -6.0171
H  2.8795  -0.7274  -4.2918
H  2.5029  -0.7381  -5.8155
H  2.4407  -2.3490  -4.9895
H  0.2611  0.0615  -6.7299
H  -1.1755  0.2144  -5.7848
H  -0.7081  -1.3595  -6.5549

Atomic partial charges in e from the natural (NBO) method, atoms 1 to 4: number 1, Ag, carries 0.991; number 2, C, carries -0.712; number 3, C, carries 0.308; number 4, N, carries -0.375

[3]
C6H12S | the ωB97M-V functional and the def2-TZVPD basis

Energy in a.u.: -633.80776
Charge: 0
Kohn-Sham gap (alpha / beta) in eV: 8.81 / 6.64

Positions of all 19 atoms, in Å:
C  -2.6980  1.0572  0.1928
C  -1.8524  0.6074  -0.9197
C  0.6028  -1.6142  -0.5179
C  0.3719  -0.1094  1.4854
C  1.7594  0.6182  -0.6218
C  0.8542  -0.2722  0.0857
S  -2.5894  -0.7442  -0.0399
H  -2.1405  1.3250  1.0220
H  -3.5912  1.5837  -0.0855
H  -2.0553  0.8473  -2.0100
H  0.3019  -2.4295  0.1995
H  1.3703  -2.1020  -1.1478
H  -0.2761  -1.5958  -1.1250
H  0.4230  0.9741  1.8949
H  -0.5880  -0.6937  1.6609
H  0.9444  -0.7619  2.2829
H  1.8513  0.3164  -1.7353
H  2.8065  0.7158  -0.1792
H  1.3003  1.7072  -0.5867

Atomic partial charges in e from the natural (NBO) method, atoms 1 to 4: number 1, C, carries -0.526; number 2, C, carries -0.309; number 3, C, carries -0.689; number 4, C, carries -0.704

[4]
C4H14IO5 | the ωB97M-V functional and the def2-TZVPD basis

Energy in a.u.: -834.76410
Charge: -1
Kohn-Sham gap in eV: 7.65

Positions of all 24 atoms, in Å:
I  -13.6274  -7.4935  -15.3846
O  -10.4748  -9.2503  -13.9495
H  -11.2701  -8.8629  -14.3150
H  -9.8065  -8.5737  -14.0581
C  -15.3917  -8.3381  -10.7091
C  -16.0468  -7.9402  -12.1070
O  -15.6740  -8.9485  -13.0014
O  -15.9604  -7.3486  -9.7860
H  -14.3166  -8.1880  -10.8080
H  -15.5653  -9.3518  -10.3481
H  -15.6832  -6.9698  -12.4450
H  -17.1262  -7.9801  -11.9611
H  -15.0368  -8.6200  -13.6399
H  -15.6652  -7.3706  -8.8728
C  -17.4473  -10.2766  -18.7732
C  -16.3211  -9.2837  -18.5546
O  -16.2066  -9.0036  -17.1631
O  -18.6654  -9.8867  -18.1555
H  -17.1417  -11.1757  -18.2381
H  -17.6291  -10.6282  -19.7888
H  -16.4130  -8.3631  -19.1309
H  -15.4422  -9.8613  -18.8410
H  -15.5826  -8.2857  -17.0329
H  -18.4811  -9.6981  -17.2325

Atomic partial charges in e from the natural (NBO) method, atoms 1 to 4: number 1, I, carries -0.928; number 2, O, carries -0.963; number 3, H, carries 0.498; number 4, H, carries 0.456

[5]
C3H5I | the ωB97M-V functional and the def2-TZVPD basis

Energy in a.u.: -414.89580
Charge: 0
Kohn-Sham gap in eV: 9.19

Positions of all 9 atoms, in Å:
C  0.3271  0.4667  -0.5042
C  0.6430  -0.8305  0.1539
C  -0.7347  0.3692  0.5723
I  -2.7175  0.0012  0.0000
H  0.9122  1.2670  -0.4153
H  -0.0684  0.5092  -1.5246
H  0.5539  -1.6772  -0.5835
H  1.4850  -0.8468  0.8761
H  -0.4007  0.7412  1.4252

Atomic partial charges in e from the natural (NBO) method, atoms 1 to 4: number 1, C, carries -0.459; number 2, C, carries -0.407; number 3, C, carries -0.336; number 4, I, carries 0.159

[6]
CH2S3 | the ωB97M-V functional and the def2-TZVPD basis

Energy in a.u.: -1233.85189
Charge: 0
Kohn-Sham gap in eV: 9.63

Positions of all 6 atoms, in Å:
C  3.7667  -0.6884  2.0370
S  2.8308  -0.7527  3.2730
S  4.7397  -0.6242  0.8340
S  0.3325  0.2634  -0.3403
H  -0.7398  1.0132  -0.5640
H  -0.4127  -0.7751  0.0083

Atomic partial charges in e from the natural (NBO) method, atoms 1 to 4: number 1, C, carries -0.369; number 2, S, carries 0.183; number 3, S, carries 0.187; number 4, S, carries -0.280

[7]
Cl2H4Si2 | the ωB97M-V functional and the def2-TZVPD basis

Energy in a.u.: -1501.74822
Charge: 0
Kohn-Sham gap in eV: 7.89

Positions of all 8 atoms, in Å:
Si  0.5259  -1.2048  -1.2676
Si  -0.1014  2.5922  1.9901
Cl  -1.6128  2.2512  0.7804
Cl  -0.2183  -2.6431  -0.0873
H  0.4035  -1.9183  -2.5710
H  -0.4762  -0.1759  -0.9542
H  1.9554  -0.6229  -1.0885
H  -0.4762  1.7216  3.1982

Atomic partial charges in e from the natural (NBO) method, atoms 1 to 4: number 1, Si, carries 0.854; number 2, Si, carries 0.711; number 3, Cl, carries -0.418; number 4, Cl, carries -0.382